# 1
This record from the Open Molecules 2025 dataset describes a 8-piece molecular cluster, C4H23BrNO7 overall. The level of theory is the ωB97M-V functional and the def2-TZVPD basis.

Results
**Energy relative to the best compared isomer or geometry (same formula, charge and spin)**: 0.000 eV
**HOMO**: -0.2343 Eh
**Total charge**: -1
**Total energy**: -90389.63363 eV

Each line ends with the Löwdin charge.
Atoms and positions in Å:
Br 2.856 -23.973 -9.910  0.2539
C 2.974 -28.022 -9.274  -0.0462
C 2.103 -27.870 -10.517  -0.4436
C 1.424 -29.154 -10.955  -0.2118
O 2.260 -30.193 -11.454  -0.1944
C 3.080 -29.782 -12.536  -0.1191
N 1.002 -26.876 -10.256  0.0179
H 2.385 -28.374 -8.428  0.0807
H 3.402 -27.058 -9.011  0.0479
H 3.717 -28.778 -9.545  0.0749
H 2.624 -27.391 -11.351  0.1050
H 0.648 -28.944 -11.708  0.1203
H 0.905 -29.635 -10.120  0.1286
H 3.884 -29.094 -12.265  0.0799
H 2.487 -29.258 -13.296  0.0877
H 3.463 -30.718 -12.937  0.0835
H 0.473 -26.868 -11.129  0.0533
H 1.451 -25.951 -10.260  -0.0780
O 1.946 -25.346 -12.995  -0.0888
H 2.512 -25.559 -13.745  0.0348
H 2.560 -25.190 -12.254  -0.0640
O 3.326 -22.082 -12.685  -0.1216
H 3.998 -21.460 -12.393  0.0202
H 3.213 -22.686 -11.923  -0.1154
O 1.569 -25.458 -6.849  -0.0934
H 0.668 -25.783 -6.944  0.0253
H 1.775 -25.078 -7.718  -0.0590
O 1.644 -21.850 -7.715  -0.1337
H 1.999 -22.431 -8.427  -0.1337
H 0.816 -22.267 -7.459  0.0127
O 5.801 -24.488 -11.649  -0.0914
H 5.643 -24.283 -10.719  -0.0160
H 5.022 -24.988 -11.907  -0.0065
O 5.306 -24.344 -7.726  -0.1205
H 4.831 -23.959 -8.488  -0.1007
H 5.048 -25.271 -7.735  0.0113


# 2
This record from the Open Molecules 2025 dataset describes an isolated ion of composition C5H9N2 and charge +1. The level of theory is the ωB97M-V functional and the def2-TZVPD basis.

Results
**Energy relative to the best compared isomer or geometry (same formula, charge and spin)**: 3.470 eV
**HOMO**: -0.5477 Eh
**SMILES string**: C=NC[N+]#CCC
**Total charge**: +1
**Total energy**: -8302.26262 eV

Each line ends with the Löwdin charge.
Atoms and positions in Å:
C 2.986 1.210 0.120  0.0742
C -0.650 -0.544 0.331  -0.0165
C -2.863 0.128 -0.485  -0.0587
C -1.914 -0.039 0.711  -0.1802
C 2.114 -1.013 -0.335  -0.1067
N 0.422 -0.811 -0.005  0.2550
N 2.900 0.009 -0.191  0.0029
H 3.964 1.675 0.093  0.0997
H -3.732 0.697 -0.168  0.0891
H -3.197 -0.841 -0.847  0.0890
H -2.383 0.660 -1.303  0.0875
H -1.722 0.936 1.178  0.1459
H -2.360 -0.694 1.466  0.1440
H 2.008 -1.370 -1.359  0.1382
H 2.290 -1.821 0.376  0.1398
H 2.139 1.820 0.419  0.0967


# 3
This record from the Open Molecules 2025 dataset describes a 2-piece molecular cluster, H4I2Si2 overall. The level of theory is the ωB97M-V functional and the def2-TZVPD basis.

Results
**Energy relative to the best compared isomer or geometry (same formula, charge and spin)**: 2.098 eV
**HOMO**: -0.2934 Eh
**Total energy**: -32020.31479 eV

Each line ends with the Löwdin charge.
Atoms and positions in Å:
Si -1.066 -0.131 1.501  0.2584
Si 1.238 -0.792 -2.013  -0.0231
I -1.117 1.258 -0.586  0.2912
I 3.087 0.369 -0.983  0.1737
H 0.323 -0.545 1.157  -0.1397
H -2.312 -0.816 1.555  -0.1226
H -0.847 0.758 2.531  -0.1590
H 0.695 -0.101 -3.160  -0.2788


# 4
This record from the Open Molecules 2025 dataset describes C16H20FNO2S as an isolated structure. The level of theory is the ωB97M-V functional and the def2-TZVPD basis.

Results
**HOMO**: -0.3254 Eh
**Total energy**: -36041.40792 eV

Each line ends with the Löwdin charge.
Atoms and positions in Å:
O -0.115 -0.173 2.343  -0.3429
S -0.861 0.052 1.039  0.7262
O -1.871 -1.000 0.681  -0.3567
N 0.378 0.235 -0.179  -0.0781
H -0.053 0.782 -1.129  0.1910
C 1.259 -0.943 -0.734  -0.4816
C 2.653 -0.382 -1.371  0.0004
H 2.932 0.049 -0.682  -0.0186
C 3.202 -1.708 -1.942  -0.2970
C 2.405 -2.339 -2.943  -0.0794
C 1.126 -3.067 -2.106  -0.2715
C 1.475 -4.013 -1.115  -0.1023
C 2.320 -2.991 -0.269  -0.3135
C 3.608 -2.570 -0.641  -0.1439
H 4.147 -2.049 -0.095  0.0297
H 4.364 -3.376 -1.078  0.1706
C 1.603 -1.765 0.387  -0.1361
H 2.189 -1.313 1.216  0.1347
H 0.472 -2.272 1.012  0.2136
H 2.703 -3.743 0.856  0.2080
H 2.054 -4.760 -1.545  0.1135
H 0.764 -4.318 -0.491  0.0807
C 0.333 -1.792 -1.595  -0.0968
H 0.197 -1.091 -2.412  0.0986
H -0.822 -2.278 -1.258  0.2056
H 0.485 -3.420 -2.949  0.1386
H 3.058 -3.113 -3.447  0.1459
H 2.058 -1.812 -3.639  0.0325
H 4.299 -1.241 -2.349  0.1892
H 2.215 0.307 -2.141  0.1442
C -1.625 1.477 1.008  -0.4823
C -0.978 2.552 1.481  -0.0656
C -1.504 3.871 1.592  0.0451
C -2.641 4.071 0.744  -0.2749
C -3.278 2.984 0.170  0.0564
C -2.807 1.645 0.464  -0.0125
H -3.342 0.815 -0.275  0.1956
H -4.071 3.219 -0.111  -0.0033
F -3.235 5.212 0.849  0.1285
H -0.935 4.586 2.143  0.1036
H 0.102 2.576 2.173  0.2048


# 5
This record from the Open Molecules 2025 dataset describes C17H25ClN7O9RuS2SeTe as an isolated structure. The level of theory is the ωB97M-V functional and the def2-TZVPD basis.

Results
**Energy relative to the best compared isomer or geometry (same formula, charge and spin)**: 0.786 eV
**HOMO (spin up / spin down)**: -0.0175 / -0.0283 Eh
**Expectation value of S²**: 0.76
**Multiplicity**: 2
**Total charge**: -2
**Total energy**: -156297.25720 eV

Each line ends with the Löwdin charge.
Atoms and positions in Å:
Ru -0.937 -1.413 -1.059  0.6245
O 2.275 -3.398 -2.368  -0.3161
Cl 0.934 -3.035 -2.683  0.6735
O 0.589 -3.506 -3.983  -0.3187
O -0.003 -3.493 -1.669  -0.4095
O 0.752 -1.568 -2.606  -0.4941
C -4.564 1.566 -2.086  -0.0606
N -3.786 1.780 -3.282  -0.0969
C -3.145 0.779 -3.989  -0.8086
Se -3.088 -0.955 -3.605  0.7336
N -2.479 1.446 -5.005  0.1005
C -2.694 2.804 -4.947  -0.1941
C -2.253 3.859 -5.720  -0.0322
C -2.676 5.142 -5.366  -0.1257
C -3.506 5.348 -4.271  -0.1209
C -3.948 4.280 -3.488  -0.0190
C -3.535 3.011 -3.845  -0.1794
H -4.542 0.504 -1.851  0.0309
H -5.595 1.897 -2.238  0.0891
H -4.120 2.109 -1.249  0.0784
H -1.903 0.939 -5.649  0.1388
H -1.597 3.698 -6.565  0.1019
H -2.343 5.990 -5.951  0.0874
H -3.810 6.355 -4.014  0.0880
H -4.584 4.437 -2.627  0.1029
C 2.444 -4.946 5.619  -0.1271
C 1.689 -3.635 5.457  -0.3118
S 2.779 -2.405 4.750  0.6354
O 3.751 -2.055 5.762  -0.3290
O 3.217 -2.899 3.476  -0.2725
C 1.681 -1.015 4.539  -0.2137
C 2.212 0.065 3.594  -0.1511
N 2.010 -0.281 2.203  0.0242
C 0.783 -0.486 1.624  -0.3822
N 0.913 -0.946 0.405  0.0301
C 2.269 -1.042 0.153  -0.0702
C 2.967 -0.590 1.246  -0.2124
N 4.315 -0.350 1.407  -0.4068
O 5.102 -0.778 0.497  -0.1146
O 4.679 0.517 2.313  -0.1739
C -0.487 -0.072 2.281  -0.0878
H 1.791 -5.700 6.059  0.0703
H 3.311 -4.814 6.265  0.0734
H 2.786 -5.304 4.649  0.0772
H 1.338 -3.240 6.411  0.0977
H 0.846 -3.737 4.772  0.1038
H 1.545 -0.619 5.546  0.1064
H 0.730 -1.407 4.177  0.0865
H 3.275 0.272 3.725  0.1041
H 1.658 0.981 3.816  0.1158
H 2.661 -1.392 -0.783  0.0918
H -0.322 0.775 2.954  0.0722
H -0.954 -0.882 2.847  0.0536
H -1.194 0.216 1.504  -0.0255
O -2.640 -2.563 -1.320  -1.2520
Te -3.041 -1.880 0.482  0.4614
N 1.178 2.039 0.217  0.1186
C 0.636 1.519 -0.894  -0.9220
N 1.472 1.061 -1.821  0.1137
S -1.059 1.405 -1.072  0.5733
H 2.158 1.924 0.431  0.1108
H 0.546 2.286 0.956  0.0835
H 2.444 0.921 -1.594  0.1098
H 1.073 0.479 -2.540  0.0648


# 6
This record from the Open Molecules 2025 dataset describes a 15-piece molecular cluster, H30O15 overall. The level of theory is the ωB97M-V functional and the def2-TZVPD basis.

Results
**Energy relative to the best compared isomer or geometry (same formula, charge and spin)**: 6.673 eV
**HOMO**: -0.4036 Eh
**Total energy**: -31194.99298 eV

Each line ends with the Löwdin charge.
Atoms and positions in Å:
O 2.964 -0.400 0.209  -0.1857
H 3.231 -0.868 -0.676  0.0401
H 2.187 0.149 -0.324  0.1046
O -1.573 3.966 0.347  -0.1275
H -0.950 3.704 1.232  0.1144
H -1.442 4.887 0.130  0.0146
O -0.385 -2.713 2.952  -0.0877
H 0.350 -3.139 3.396  0.0378
H 0.004 -2.071 2.277  0.0575
O 2.356 -1.449 2.504  -0.1134
H 2.306 -1.806 1.553  0.0358
H 2.599 -0.609 2.094  -0.0023
O -1.050 2.654 3.118  -0.0425
H -1.900 2.244 2.960  0.0342
H -0.667 2.627 4.012  0.0769
O -2.235 -2.968 -1.971  0.0138
H -1.681 -3.644 -1.784  -0.0315
H -2.589 -2.695 -1.155  -0.0036
O 0.213 2.606 -4.251  -0.0227
H -0.602 1.993 -4.363  0.1004
H 0.032 3.088 -3.567  -0.0996
O -2.710 2.732 -2.566  -0.0480
H -2.749 2.312 -1.736  -0.0342
H -2.373 3.639 -2.388  0.0478
O 3.032 -3.209 -0.762  -0.0589
H 3.729 -2.923 -0.016  0.1374
H 2.507 -3.860 -0.412  -0.0169
O 0.971 1.441 0.939  -0.0757
H 0.368 0.767 0.405  0.1114
H 0.443 2.063 1.388  -0.0429
O -2.388 0.825 0.074  -0.0529
H -2.384 1.367 0.918  0.0406
H -2.573 -0.059 0.285  -0.0016
O 3.057 1.362 -1.735  -0.0957
H 3.416 1.400 -0.851  0.0161
H 3.204 2.369 -1.888  0.1162
O 4.134 -1.359 -2.275  -0.0707
H 4.022 -0.399 -2.753  0.1376
H 3.318 -1.664 -2.441  -0.0544
O -4.181 0.604 1.875  0.0811
H -4.645 1.406 1.694  0.0687
H -4.678 0.046 2.200  -0.0891
O -2.040 -4.412 1.149  -0.0817
H -2.546 -4.127 1.826  -0.0550
H -1.276 -3.635 1.142  0.1074